# 1
C40H37N4O4P2SSn | the ωB97M-V functional and the def2-TZVPD basis

Each line ends with the Mulliken charge.
Atoms and positions in Å:
Sn: -0.46 2.00 1.06  1.15
O: 0.24 -0.08 -0.03  0.62
P: 1.12 -0.98 -0.83  -1.21
C: 2.09 -2.13 0.14  -0.97
P: 2.78 -1.31 1.66  1.24
O: 1.65 -0.94 2.56  -1.05
C: 3.66 0.12 1.01  0.18
C: 3.29 1.38 1.48  -0.70
C: 3.92 2.51 0.98  -0.80
C: 4.92 2.38 0.02  -0.65
C: 5.29 1.13 -0.44  -0.86
C: 4.66 -0.01 0.05  0.01
C: 3.93 -2.49 2.32  0.76
C: 3.46 -3.76 2.67  -0.54
C: 4.32 -4.68 3.24  -0.82
C: 5.64 -4.34 3.47  -0.47
C: 6.11 -3.08 3.14  -0.80
C: 5.26 -2.15 2.57  -0.24
C: 0.01 -2.03 -1.90  0.55
C: 0.47 -3.18 -2.49  -0.50
C: -0.26 -3.81 -3.51  -0.53
C: -1.47 -3.30 -4.03  -1.01
C: -1.99 -2.19 -3.44  -0.54
C: -1.25 -1.43 -2.42  0.30
C: 2.11 -0.16 -2.05  1.35
C: 2.02 1.22 -2.16  0.12
C: 2.82 1.89 -3.08  -0.96
C: 3.70 1.18 -3.89  -0.68
C: 3.79 -0.20 -3.78  -0.79
C: 3.00 -0.88 -2.87  -0.65
H: 2.91 -2.54 -0.46  0.53
H: 1.46 -2.95 0.49  0.73
H: 2.54 1.46 2.26  0.85
H: 3.66 3.49 1.36  0.50
H: 5.42 3.27 -0.35  0.46
H: 6.08 1.03 -1.18  0.52
H: 4.97 -0.98 -0.30  0.51
H: 2.42 -4.02 2.52  0.33
H: 3.95 -5.66 3.51  0.42
H: 6.31 -5.06 3.92  0.42
H: 7.14 -2.81 3.34  0.43
H: 5.63 -1.16 2.32  0.37
H: 1.40 -3.63 -2.17  0.56
H: 0.13 -4.73 -3.93  0.47
H: -1.99 -3.82 -4.82  0.50
H: -2.96 -1.80 -3.73  0.62
H: -0.84 -0.58 -3.03  0.50
H: 1.34 1.78 -1.53  0.24
H: 2.76 2.97 -3.16  0.50
H: 4.32 1.71 -4.60  0.48
H: 4.48 -0.75 -4.41  0.48
H: 3.09 -1.95 -2.79  0.34
O: -1.37 1.34 -1.99  -0.76
S: -2.40 0.66 -1.27  1.41
O: -2.12 -0.92 -1.42  -0.50
N: -2.40 0.94 0.24  0.42
C: -3.56 1.06 1.06  -0.64
C: -4.63 0.21 1.06  -0.35
C: -5.76 0.47 1.87  -1.03
C: -5.80 1.57 2.68  -0.97
C: -4.68 2.44 2.75  1.03
C: -4.63 3.58 3.57  -0.65
C: -3.50 4.36 3.60  -0.86
C: -2.39 3.96 2.83  -0.17
N: -2.40 2.90 2.05  -0.02
C: -3.54 2.16 1.96  0.50
C: -3.97 0.86 -2.00  0.39
C: -4.84 -0.21 -2.21  0.03
C: -6.07 0.05 -2.79  -1.11
C: -6.41 1.35 -3.15  -0.57
C: -5.53 2.40 -2.93  -0.86
C: -4.29 2.17 -2.36  -0.65
H: -4.63 -0.67 0.43  0.63
H: -6.60 -0.21 1.84  0.46
H: -6.67 1.78 3.28  0.46
H: -5.49 3.84 4.18  0.49
H: -3.44 5.25 4.20  0.44
H: -1.47 4.54 2.86  0.48
H: -4.58 -1.21 -1.91  0.62
H: -6.77 -0.76 -2.96  0.49
H: -7.37 1.55 -3.60  0.46
H: -5.80 3.41 -3.22  0.48
H: -3.59 2.97 -2.20  0.51
N: -0.58 0.53 2.73  -0.11
N: -0.10 1.34 3.82  -0.46
H: -1.42 0.00 2.96  0.35
H: 0.19 -0.15 2.53  0.33
H: 0.43 0.76 4.46  0.25
H: -0.90 1.72 4.32  0.22

max |F|	0.32	eV/Å
net charge	+3
frontier orbital gap	5.0	eV
energy relative to the best compared isomer or geometry (same formula, charge and spin)	210.85	kJ/mol
HOMO level	-15.58	eV

# 2
C40H37N5O2P2Rb | the ωB97M-V functional and the def2-TZVPD basis

Each line ends with the Mulliken charge.
Atoms and positions in Å:
Rb: -0.46 -0.42 1.00  0.63
C: -2.78 3.24 0.78  -0.56
P: -1.04 3.22 1.40  0.58
C: -1.10 4.42 2.79  0.03
C: -2.26 5.01 3.27  0.10
C: -2.21 5.88 4.36  -0.72
C: -1.01 6.16 4.98  -0.39
C: 0.16 5.57 4.51  -0.62
C: 0.11 4.70 3.44  -0.59
C: -0.23 4.25 0.11  0.22
C: -0.32 5.64 0.07  -0.15
C: 0.31 6.36 -0.93  -0.59
C: 1.04 5.70 -1.91  -0.59
C: 1.13 4.31 -1.88  -0.42
C: 0.51 3.60 -0.87  -0.29
C: -2.88 2.46 -0.50  -0.39
C: -3.65 2.74 -1.62  -0.79
C: -3.40 1.69 -2.53  -1.03
C: -2.47 0.87 -1.91  -0.04
C: -1.76 -0.32 -2.48  -0.84
P: 0.09 -0.12 -2.45  0.40
C: 0.41 0.98 -3.88  0.15
C: -0.35 2.14 -4.06  -0.34
C: -0.05 3.03 -5.09  -0.68
C: 1.02 2.80 -5.93  -0.51
C: 1.80 1.66 -5.75  -0.63
C: 1.50 0.76 -4.73  -0.57
C: 0.61 -1.75 -3.11  0.18
C: 1.40 -2.56 -2.31  -0.52
C: 1.78 -3.83 -2.75  -0.06
C: 1.36 -4.29 -3.99  -0.65
C: 0.57 -3.48 -4.79  -0.70
C: 0.20 -2.22 -4.36  0.03
N: -2.15 1.33 -0.67  0.32
H: -3.40 2.80 1.57  0.54
H: -3.12 4.27 0.62  0.42
H: -3.21 4.81 2.80  0.30
H: -3.13 6.33 4.73  0.38
H: -0.98 6.84 5.83  0.36
H: 1.11 5.78 4.99  0.37
H: 1.02 4.23 3.08  0.38
H: -0.88 6.17 0.83  0.33
H: 0.23 7.44 -0.95  0.39
H: 1.53 6.26 -2.70  0.37
H: 1.68 3.79 -2.65  0.45
H: 0.56 2.51 -0.87  0.21
H: -4.31 3.59 -1.75  0.42
H: -3.82 1.56 -3.52  0.40
H: -1.94 -1.23 -1.90  0.59
H: -2.10 -0.52 -3.50  0.33
H: -1.19 2.35 -3.40  0.12
H: -0.66 3.91 -5.21  0.47
H: 1.25 3.49 -6.73  0.36
H: 2.65 1.47 -6.40  0.39
H: 2.11 -0.12 -4.61  0.46
H: 1.71 -2.21 -1.33  0.42
H: 2.39 -4.46 -2.11  0.30
H: 1.65 -5.28 -4.32  0.39
H: 0.24 -3.84 -5.76  0.38
H: -0.41 -1.59 -5.00  0.33
O: -0.64 -3.23 0.89  -0.58
N: 0.30 -4.04 0.75  -0.47
N: 1.49 -3.53 0.88  1.02
O: 1.72 -2.27 1.13  -0.83
C: 2.58 -4.41 0.67  -0.23
C: 2.40 -5.78 0.45  -0.20
C: 3.51 -6.58 0.23  -0.48
C: 4.79 -6.05 0.22  -0.45
C: 4.96 -4.69 0.45  -0.61
C: 3.86 -3.87 0.68  -0.11
H: 1.40 -6.19 0.44  0.46
H: 3.36 -7.64 0.05  0.37
H: 5.65 -6.68 0.05  0.38
H: 5.95 -4.26 0.45  0.35
H: 3.96 -2.81 0.84  0.45
C: 2.49 -2.39 5.55  -0.85
N: 1.55 -1.34 5.21  0.24
C: 0.96 -0.44 6.06  -0.42
C: 0.14 0.33 5.28  -0.62
N: 0.22 -0.08 3.97  -0.16
C: 1.07 -1.08 3.97  0.38
H: 3.39 -1.96 5.99  0.32
H: 2.76 -2.91 4.64  0.23
H: 2.05 -3.09 6.25  0.32
H: 1.16 -0.43 7.12  0.41
H: -0.48 1.15 5.58  0.42
H: 1.38 -1.65 3.09  -0.17

max |F|	0.19	eV/Å
net charge	-1
frontier orbital gap	6.0	eV
energy relative to the best compared isomer or geometry (same formula, charge and spin)	0.95	kJ/mol
HOMO level	-3.84	eV